1.
ORCA calculation (wB97M-V/def2-TZVPD) on C28H50N2OPdS2SbSi4 as an isolated structure.

Last column: Mulliken charge in e.
Geometry (Å):
Pd (-0.10, 0.30, 0.18)  0.346
C (2.60, 1.98, 0.27)  -1.552
C (2.30, 0.54, -0.10)  -0.824
N (2.32, -0.28, 0.91)  -0.467
N (2.56, -1.58, 0.82)  -0.090
C (1.69, -2.49, 0.65)  0.014
S (0.00, -2.33, 0.45)  -0.276
S (2.29, -4.17, 0.71)  -0.197
C (3.67, -4.14, -0.51)  -1.048
C (4.92, -3.52, 0.01)  0.589
C (5.42, -2.36, -0.57)  0.309
C (6.59, -1.80, -0.11)  -0.564
C (7.28, -2.37, 0.94)  -0.482
C (6.79, -3.53, 1.53)  -0.602
C (5.61, -4.10, 1.07)  -0.527
C (2.50, 0.10, -1.52)  1.500
C (3.78, 0.09, -2.03)  -0.508
C (4.05, -0.38, -3.31)  -0.807
C (3.01, -0.86, -4.08)  -0.613
C (1.72, -0.83, -3.61)  -0.841
C (1.40, -0.31, -2.33)  1.152
O (0.16, -0.18, -2.01)  -0.667
H (3.54, 2.01, 0.83)  0.492
H (2.69, 2.60, -0.62)  0.330
H (1.82, 2.40, 0.92)  0.096
H (3.82, -5.20, -0.74)  0.485
H (3.30, -3.61, -1.39)  0.267
H (4.89, -1.91, -1.39)  0.142
H (6.97, -0.89, -0.57)  0.400
H (8.20, -1.93, 1.30)  0.365
H (7.33, -3.99, 2.35)  0.369
H (5.21, -4.99, 1.54)  0.351
H (4.59, 0.45, -1.40)  0.538
H (5.07, -0.39, -3.69)  0.380
H (3.19, -1.24, -5.07)  0.379
H (0.89, -1.16, -4.22)  0.412
C (-2.77, 3.54, 0.97)  -0.931
Si (-3.71, 1.96, 0.40)  0.290
C (-4.07, 2.01, -1.49)  -0.999
C (-5.44, 2.15, 1.23)  -1.156
Si (-2.40, -0.02, 0.86)  0.576
Si (-1.98, -0.12, 3.24)  0.304
C (-3.48, 0.46, 4.29)  -1.182
C (-0.51, 1.10, 3.49)  -0.938
C (-1.46, -1.79, 4.00)  -0.997
Si (-3.71, -1.90, 0.16)  0.735
C (-3.22, -3.63, 0.81)  -1.113
C (-5.55, -1.70, 0.71)  -1.158
C (-3.68, -1.96, -1.76)  -1.054
H (-2.82, 4.35, 0.25)  0.452
H (-1.72, 3.29, 1.11)  -0.103
H (-3.14, 3.91, 1.92)  0.463
H (-4.26, 3.01, -1.88)  0.432
H (-4.93, 1.40, -1.74)  0.405
H (-3.21, 1.60, -2.03)  0.126
H (-5.91, 3.10, 1.02)  0.366
H (-5.35, 2.06, 2.31)  0.261
H (-6.11, 1.37, 0.89)  0.312
H (-3.81, 1.45, 4.01)  0.254
H (-3.27, 0.47, 5.35)  0.393
H (-4.32, -0.21, 4.13)  0.293
H (-0.83, 2.14, 3.42)  0.274
H (0.22, 0.92, 2.69)  0.055
H (0.01, 0.97, 4.44)  0.430
H (-2.28, -2.51, 3.97)  0.267
H (-1.13, -1.70, 5.03)  0.395
H (-0.64, -2.23, 3.43)  0.198
H (-3.27, -3.67, 1.89)  0.257
H (-2.20, -3.86, 0.53)  0.347
H (-3.86, -4.42, 0.42)  0.406
H (-5.62, -1.68, 1.80)  0.284
H (-6.17, -2.51, 0.35)  0.384
H (-5.97, -0.77, 0.35)  0.216
H (-2.66, -1.82, -2.10)  0.173
H (-4.28, -1.17, -2.20)  0.302
H (-4.03, -2.91, -2.16)  0.414
C (1.16, 2.69, -3.21)  -1.383
Sb (-0.22, 2.76, -1.53)  0.106
C (-1.55, 3.99, -2.74)  -1.476
C (0.70, 4.60, -0.72)  -1.531
H (1.34, 3.69, -3.58)  0.538
H (0.71, 2.09, -3.99)  0.454
H (2.11, 2.23, -2.94)  0.330
H (-0.95, 4.66, -3.33)  0.484
H (-2.22, 4.56, -2.12)  0.366
H (-2.14, 3.37, -3.41)  0.459
H (0.11, 5.45, -1.04)  0.539
H (1.72, 4.73, -1.07)  0.455
H (0.71, 4.57, 0.37)  0.381

Summary:
HOMO energy (spin up / spin down)   -3.67 / -4.84 eV
Charge   -1
<S²>   2.0108
Gap between HOMO and LUMO (spin up / spin down)   0.2342 / 0.2403 Eh
2S+1   3



2.
ORCA calculation (wB97M-V/def2-TZVPD) on a 11-piece molecular cluster, C32H91N5O11S6 overall.

Last column: Mulliken charge in e.
Geometry (Å):
C (0.63, -6.81, 0.78)  -1.426
C (1.22, -5.71, -0.20)  0.105
C (0.26, -4.56, -0.35)  2.474
O (-0.90, -5.06, -0.87)  -0.528
C (-1.95, -4.15, -1.29)  -0.436
N (2.54, -5.19, 0.26)  -0.705
H (-0.34, -7.08, 0.34)  0.326
H (0.46, -6.43, 1.74)  0.243
H (1.41, -7.62, 0.78)  0.373
H (1.40, -6.16, -1.19)  0.325
H (0.77, -3.85, -1.02)  -0.857
H (0.11, -4.05, 0.63)  -1.179
H (-1.65, -3.05, -1.28)  -0.130
H (-2.78, -4.14, -0.53)  0.314
H (-2.15, -4.42, -2.32)  0.324
H (2.45, -4.76, 1.15)  0.397
H (2.89, -4.53, -0.40)  0.313
C (3.22, -4.86, -6.56)  -1.578
C (2.35, -5.35, -5.36)  0.774
C (1.42, -4.20, -4.92)  -0.643
O (2.05, -3.06, -4.32)  -0.325
C (2.56, -3.18, -2.94)  -0.395
N (1.66, -6.55, -5.68)  -0.742
H (2.68, -4.62, -7.45)  0.339
H (3.95, -5.66, -6.76)  0.423
H (3.75, -4.01, -6.30)  0.372
H (2.97, -5.54, -4.53)  0.240
H (0.70, -4.63, -4.17)  -0.091
H (0.78, -3.87, -5.75)  0.516
H (2.34, -2.27, -2.42)  0.185
H (3.60, -3.54, -2.93)  0.462
H (1.96, -3.90, -2.43)  -0.098
H (2.26, -7.35, -5.88)  0.272
H (1.03, -6.92, -4.87)  0.253
C (-0.98, -1.80, -3.73)  -0.730
C (-2.10, -0.76, -3.93)  -0.327
C (-3.14, -0.82, -2.84)  -0.050
O (-3.76, -2.13, -2.89)  -0.372
C (-4.82, -2.22, -1.97)  -0.568
N (-1.39, 0.55, -4.01)  -0.459
H (-0.38, -1.74, -2.78)  -0.266
H (-0.28, -1.60, -4.53)  0.417
H (-1.23, -2.93, -3.86)  0.286
H (-2.57, -0.92, -4.92)  0.386
H (-3.88, 0.00, -3.08)  0.476
H (-2.78, -0.62, -1.81)  -0.035
H (-5.14, -1.22, -1.57)  0.295
H (-4.52, -2.78, -1.06)  0.107
H (-5.62, -2.82, -2.39)  0.312
H (-0.84, 0.73, -3.18)  0.090
H (-2.16, 1.19, -3.97)  0.328
C (-0.94, 6.77, 5.20)  -1.239
C (0.20, 6.52, 4.15)  0.045
C (0.43, 5.03, 3.85)  0.517
O (0.97, 4.41, 4.98)  -0.453
C (1.58, 3.18, 4.81)  -0.559
N (-0.26, 7.14, 2.88)  -0.588
H (-1.93, 6.33, 4.91)  0.139
H (-0.99, 7.85, 5.35)  0.427
H (-0.52, 6.36, 6.08)  0.377
H (1.16, 6.79, 4.54)  0.345
H (1.14, 5.06, 3.06)  0.090
H (-0.56, 4.59, 3.53)  -0.217
H (1.67, 2.73, 5.83)  0.244
H (2.48, 3.37, 4.28)  0.409
H (0.97, 2.50, 4.27)  0.061
H (-0.06, 8.14, 2.97)  0.307
H (0.32, 6.92, 2.06)  0.252
C (-2.37, -1.25, 1.33)  -0.495
C (-2.56, 0.22, 1.61)  1.286
C (-1.34, 1.04, 1.06)  -0.107
O (-0.05, 0.48, 1.28)  0.341
C (0.52, 0.10, 0.05)  -0.086
N (-3.78, 0.73, 1.15)  -0.472
H (-2.45, -1.37, 0.26)  -0.720
H (-3.15, -1.82, 1.78)  0.609
H (-1.40, -1.51, 1.65)  -0.322
H (-2.49, 0.35, 2.70)  -0.729
H (-1.38, 1.97, 1.64)  0.102
H (-1.54, 1.24, 0.00)  -0.112
H (1.53, -0.26, 0.21)  -0.462
H (0.74, 0.93, -0.63)  0.300
H (-0.12, -0.67, -0.51)  0.048
H (-3.95, 1.69, 1.49)  0.277
H (-3.79, 0.67, 0.13)  0.301
C (1.02, -1.75, 4.38)  -1.044
S (0.64, -2.57, 2.84)  1.239
O (1.89, -3.33, 2.50)  -0.685
C (-0.49, -3.75, 3.46)  -1.294
H (0.21, -1.13, 4.82)  0.145
H (1.95, -1.19, 4.21)  0.314
H (1.24, -2.47, 5.23)  0.410
H (-1.28, -3.24, 3.91)  0.459
H (-0.13, -4.53, 4.06)  0.518
H (-0.91, -4.24, 2.58)  0.202
C (2.21, 3.39, 0.43)  -0.407
S (1.78, 4.95, -0.37)  0.452
O (0.92, 5.60, 0.62)  -0.637
C (3.44, 5.62, -0.41)  -1.090
H (1.37, 2.71, 0.56)  -0.364
H (2.54, 3.67, 1.40)  0.552
H (2.93, 2.85, -0.16)  0.325
H (3.99, 5.24, 0.46)  0.294
H (3.22, 6.67, -0.31)  0.411
H (4.01, 5.30, -1.23)  0.371
C (-3.92, 0.78, 5.07)  -0.803
S (-2.26, 1.51, 5.55)  0.243
O (-1.21, 0.83, 4.80)  -0.383
C (-2.71, 3.10, 4.84)  -0.075
H (-4.11, 0.77, 3.98)  0.182
H (-4.80, 1.35, 5.51)  0.332
H (-3.90, -0.27, 5.38)  0.374
H (-3.71, 3.38, 5.22)  0.445
H (-2.73, 2.93, 3.79)  -0.196
H (-2.04, 3.90, 5.10)  0.110
C (4.46, -1.72, 1.82)  -0.713
S (4.78, -1.23, 0.17)  0.240
O (3.66, -1.67, -0.71)  -0.333
C (4.54, 0.61, 0.38)  -0.731
H (3.42, -1.45, 2.29)  -0.152
H (5.26, -1.18, 2.35)  0.501
H (4.62, -2.80, 1.74)  0.361
H (5.28, 1.00, 1.09)  0.486
H (3.56, 0.89, 0.79)  -0.092
H (4.70, 1.05, -0.61)  0.363
C (-4.59, 3.96, -0.23)  -1.021
S (-3.43, 4.80, 0.81)  0.306
O (-3.12, 3.90, 1.98)  -0.523
C (-2.08, 4.68, -0.37)  -0.119
H (-5.40, 3.78, 0.45)  0.392
H (-4.34, 3.06, -0.74)  0.170
H (-4.99, 4.65, -0.97)  0.445
H (-1.12, 5.18, -0.05)  -0.076
H (-2.56, 5.01, -1.28)  0.544
H (-1.82, 3.62, -0.42)  -0.203
C (0.67, 3.09, -4.82)  -0.647
S (2.17, 2.28, -4.23)  0.211
O (2.25, 2.37, -2.74)  -0.446
C (1.95, 0.52, -4.58)  0.095
H (0.55, 2.91, -5.89)  0.400
H (0.76, 4.18, -4.67)  0.365
H (-0.15, 2.60, -4.30)  -0.034
H (0.88, 0.42, -4.39)  -0.420
H (2.55, -0.02, -3.86)  0.034
H (2.23, 0.24, -5.59)  0.495

Summary:
HOMO energy   -8.34 eV
Gap between HOMO and LUMO   0.3143 Eh
2S+1   1



3.
ORCA calculation (wB97M-V/def2-TZVPD) on C61H50BrClN6OP2SeTeY as an isolated structure.

Last column: Mulliken charge in e.
Geometry (Å):
Y (0.46, 0.10, -0.64)  -1.222
C (3.28, 3.04, 1.70)  -1.232
N (2.34, 1.98, 1.34)  1.023
P (2.76, 0.31, 1.40)  2.350
C (3.26, -0.02, 3.14)  0.466
C (3.98, -1.19, 3.39)  -0.886
C (4.21, -1.60, 4.70)  -0.711
C (3.73, -0.85, 5.76)  -0.685
C (3.03, 0.33, 5.51)  -0.991
C (2.80, 0.74, 4.21)  -0.367
C (4.40, 0.09, 0.61)  0.547
C (4.50, -0.97, -0.29)  -0.004
C (5.71, -1.33, -0.86)  -0.664
C (6.85, -0.60, -0.54)  -0.712
C (6.77, 0.46, 0.35)  -0.886
C (5.56, 0.80, 0.93)  -0.558
P (0.62, 2.16, 1.45)  1.590
C (0.27, 3.10, 2.98)  0.630
C (-0.23, 2.38, 4.07)  -0.198
C (-0.47, 3.02, 5.28)  -0.618
C (-0.22, 4.38, 5.40)  -0.680
C (0.25, 5.10, 4.31)  -0.706
C (0.48, 4.47, 3.10)  -0.713
C (0.23, 3.43, 0.20)  0.402
C (1.08, 3.78, -0.84)  -0.361
C (0.66, 4.67, -1.81)  -0.309
C (-0.62, 5.21, -1.76)  -0.559
C (-1.49, 4.86, -0.73)  -0.830
C (-1.07, 3.96, 0.24)  -0.682
H (3.80, 2.82, 2.63)  0.401
H (2.75, 3.98, 1.81)  0.355
H (4.02, 3.17, 0.90)  0.216
H (4.36, -1.78, 2.57)  0.427
H (4.77, -2.51, 4.88)  0.451
H (3.90, -1.17, 6.78)  0.413
H (2.67, 0.92, 6.34)  0.489
H (2.26, 1.66, 4.03)  0.320
H (3.61, -1.52, -0.57)  -0.075
H (5.76, -2.17, -1.54)  0.482
H (7.80, -0.87, -0.98)  0.401
H (7.66, 1.03, 0.59)  0.447
H (5.53, 1.61, 1.65)  0.425
H (-0.44, 1.32, 3.96)  0.331
H (-0.85, 2.46, 6.12)  0.500
H (-0.40, 4.88, 6.34)  0.408
H (0.42, 6.16, 4.40)  0.442
H (0.80, 5.05, 2.24)  0.361
H (2.09, 3.37, -0.86)  -0.061
H (1.33, 4.95, -2.61)  0.467
H (-0.94, 5.92, -2.52)  0.398
H (-2.48, 5.28, -0.68)  0.385
H (-1.74, 3.68, 1.05)  0.475
Br (-9.06, -6.23, 7.17)  -0.172
C (-8.03, -5.39, 5.81)  0.139
C (-6.95, -4.60, 6.17)  -0.623
C (-6.20, -4.00, 5.19)  -0.091
C (-6.52, -4.18, 3.84)  0.073
C (-7.63, -4.96, 3.50)  -0.279
C (-8.38, -5.57, 4.49)  -0.490
N (-5.82, -3.61, 2.78)  -0.560
N (-4.72, -3.12, 3.07)  0.211
C (-4.02, -2.50, 2.04)  0.151
C (-4.54, -2.25, 0.78)  -0.585
C (-3.79, -1.61, -0.20)  -1.129
C (-2.47, -1.21, 0.03)  0.202
O (-1.73, -0.66, -0.89)  0.629
C (-1.94, -1.41, 1.35)  -1.030
N (-0.69, -0.93, 1.58)  1.226
C (-0.18, -1.10, 2.79)  -0.351
C (-0.84, -1.77, 3.83)  -1.754
C (-2.10, -2.25, 3.61)  -0.861
C (-2.70, -2.06, 2.35)  1.223
H (-6.71, -4.45, 7.22)  0.404
H (-5.36, -3.37, 5.44)  0.351
H (-7.88, -5.09, 2.45)  0.429
H (-9.24, -6.18, 4.23)  0.403
H (-5.55, -2.56, 0.58)  0.515
H (-4.22, -1.42, -1.18)  0.515
H (0.81, -0.69, 2.96)  0.295
H (-0.34, -1.89, 4.78)  0.697
H (-2.65, -2.77, 4.37)  0.465
Cl (4.29, 2.65, -2.02)  -0.237
C (3.08, 2.47, -3.27)  1.031
C (3.05, 3.43, -4.27)  -0.821
C (2.12, 3.32, -5.30)  -0.489
C (1.25, 2.24, -5.31)  -0.794
C (1.30, 1.29, -4.31)  -0.328
C (2.21, 1.38, -3.24)  -0.196
C (2.27, 0.31, -2.21)  -0.516
H (3.76, 4.24, -4.26)  0.448
H (2.10, 4.05, -6.09)  0.425
H (0.54, 2.13, -6.13)  0.430
H (0.65, 0.43, -4.36)  0.360
H (3.20, 0.42, -1.66)  -0.124
H (2.32, -0.66, -2.73)  0.460
Se (1.48, -3.07, 0.84)  0.426
N (0.85, -2.32, -0.65)  0.022
C (1.12, -3.15, -1.66)  0.623
C (0.76, -2.93, -3.01)  -0.649
C (1.11, -3.87, -3.93)  -0.738
C (1.81, -5.06, -3.56)  -0.607
C (2.16, -5.31, -2.27)  -0.785
C (1.82, -4.35, -1.28)  0.538
N (2.10, -4.47, 0.01)  -0.770
H (0.22, -2.03, -3.29)  0.720
H (0.84, -3.72, -4.97)  0.467
H (2.06, -5.77, -4.34)  0.413
H (2.68, -6.21, -1.99)  0.497
C (-2.22, 2.94, -3.96)  -1.101
Te (-1.92, 1.59, -2.29)  0.285
C (-2.49, 0.16, -3.79)  -1.044
C (-3.45, 0.90, -4.67)  0.513
C (-4.46, 0.26, -5.38)  -0.844
C (-5.33, 0.99, -6.17)  -0.602
C (-5.19, 2.36, -6.26)  -0.605
C (-4.19, 3.01, -5.55)  -0.717
C (-3.31, 2.29, -4.76)  0.836
H (-1.30, 3.03, -4.53)  0.247
H (-2.51, 3.93, -3.62)  0.585
H (-2.93, -0.72, -3.31)  0.497
H (-1.61, -0.16, -4.35)  0.505
H (-4.57, -0.82, -5.30)  0.475
H (-6.12, 0.48, -6.72)  0.405
H (-5.88, 2.94, -6.87)  0.409
H (-4.10, 4.09, -5.62)  0.454

Summary:
HOMO energy   -9.41 eV
Charge   +1
Gap between HOMO and LUMO   0.2123 Eh
2S+1   1



4.
ORCA calculation (wB97M-V/def2-TZVPD) on a 3-piece molecular cluster, C13H30N4O3P overall.

Last column: Mulliken charge in e.
Geometry (Å):
C (-0.78, -2.63, 0.47)  -0.636
P (-1.85, -1.62, -0.75)  0.163
O (-1.57, 0.04, -0.47)  -0.535
C (-3.63, -2.03, -0.18)  0.474
C (-4.21, -3.37, -0.57)  -0.200
C (-5.62, -3.51, 0.01)  -0.268
C (-6.14, -2.31, 0.77)  -0.118
N (-5.55, -1.10, 1.05)  -0.885
N (-4.33, -1.08, 0.55)  0.450
H (0.19, -2.07, 0.68)  0.062
H (-1.31, -2.79, 1.47)  0.344
H (-0.51, -3.62, -0.01)  0.342
H (-2.36, 0.55, -0.80)  0.327
H (-3.71, -4.17, -1.18)  0.377
H (-6.26, -4.42, -0.13)  0.350
H (-7.20, -2.41, 1.18)  0.375
H (-3.82, -0.19, 0.75)  0.321
C (-1.69, 5.34, -2.15)  -1.461
C (-0.96, 4.12, -1.60)  0.294
C (0.42, 3.88, -2.24)  -0.669
O (0.38, 3.33, -3.55)  -0.396
C (0.11, 4.27, -4.58)  -0.645
N (-1.83, 2.94, -1.74)  -0.695
H (-2.15, 5.16, -3.12)  0.285
H (-2.51, 5.63, -1.47)  0.376
H (-1.02, 6.19, -2.24)  0.356
H (-0.80, 4.30, -0.53)  0.422
H (0.95, 3.14, -1.63)  0.329
H (1.03, 4.79, -2.22)  0.443
H (0.56, 5.25, -4.37)  0.303
H (-0.97, 4.38, -4.72)  0.228
H (0.53, 3.89, -5.51)  0.259
H (-1.38, 2.15, -1.27)  0.321
H (-1.82, 2.67, -2.72)  0.307
C (5.51, -1.71, 1.76)  -1.363
C (4.84, -2.90, 2.44)  0.297
C (3.31, -2.92, 2.29)  -0.591
O (2.62, -1.99, 3.12)  -0.406
C (2.61, -0.66, 2.63)  -0.695
N (5.24, -2.93, 3.85)  -0.709
H (5.42, -0.79, 2.34)  0.281
H (6.58, -1.90, 1.64)  0.342
H (5.09, -1.54, 0.77)  0.337
H (5.23, -3.80, 1.96)  0.408
H (2.95, -3.91, 2.60)  0.343
H (3.00, -2.80, 1.24)  0.359
H (2.55, -0.62, 1.54)  0.302
H (3.50, -0.12, 2.99)  0.251
H (1.74, -0.15, 3.05)  0.263
H (4.89, -3.79, 4.28)  0.269
H (4.73, -2.19, 4.33)  0.311

Summary:
HOMO energy   -10.96 eV
Charge   +1
Gap between HOMO and LUMO   0.2058 Eh
2S+1   1



For reference, max |F| by record: 1.5, 3.7, 2.0, 5.3 eV/Å.
For reference, energy by record: -3604.211347, -4763.964212, -9182.882636, -1299.040170 Eh.